ORCA calculation (the ωB97M-V functional and the def2-TZVPD basis) on a 9-piece molecular cluster, C20H51BN9O20 overall at a distorted geometry.

Calculated values
* spin multiplicity: 1
* gap between HOMO and LUMO: 5.56 eV
* max |F|: 0.048 hartree/bohr
* LUMO: 0.054 Eh
* E_tot: -2814.38141 a.u.
* HOMO: -4.1 eV
* charge: -1

Element x y z (Å)
H (2.384648, -3.773061, 0.102121)
O (-3.879477, -0.370276, -0.708328)
H (0.633903, 1.820446, 1.058168)
H (-7.237170, -2.000109, -3.387633)
O (5.609502, -2.779168, 0.237025)
H (2.706198, 1.361433, -1.108805)
C (-0.619953, -2.896741, 1.594819)
H (0.847021, -0.303812, 2.190848)
C (6.486277, 0.171985, 4.740718)
O (5.791543, 1.994505, 3.514853)
H (7.225105, 0.309476, 5.526109)
C (-6.529300, 4.110276, 2.646270)
C (0.742534, 1.509303, -3.063410)
H (1.691979, 4.299720, -1.079476)
O (1.785654, -0.738716, 0.479375)
N (-6.500987, -2.728152, -5.201588)
N (4.186340, -4.564464, 2.263002)
H (-2.942026, -1.087103, -2.795950)
N (-6.554375, 4.006114, 1.165413)
O (-1.686664, 2.689099, 1.114931)
H (3.589292, 2.958383, -1.066005)
C (-3.468085, 1.275998, 1.361137)
H (1.550677, 1.992178, 2.553180)
H (3.971789, -0.009946, 2.370432)
H (5.644644, -7.178161, -4.343650)
C (5.894835, -6.376323, -3.654116)
H (2.010452, 3.270682, -3.313168)
H (-5.491099, 8.602816, -0.350393)
H (-1.619612, 0.303490, -1.131670)
O (-2.468833, -4.285674, 1.408479)
H (0.009783, 0.913737, -0.804090)
H (-7.920620, -1.237287, -4.861004)
H (-0.228098, -0.578990, -1.840723)
H (6.737120, -6.648998, -3.023584)
H (4.920722, -3.987624, 2.664792)
C (3.127189, -2.980997, -0.173825)
C (-0.612841, 0.423836, -1.567982)
H (5.479202, 0.268615, 5.132191)
H (-0.112881, -3.852967, 1.659004)
H (-4.495245, -0.741759, -3.610434)
H (1.367368, 0.747452, -2.571749)
H (-4.183338, 1.023760, 2.136576)
O (-5.508696, -2.043334, -5.303964)
H (4.117008, -5.748330, 0.459827)
N (-2.079947, -3.138139, 1.439738)
H (6.616929, -0.783690, 4.239695)
H (-7.550788, 4.275314, 2.978758)
H (-8.430228, -2.886013, -4.388389)
C (1.761334, 0.054475, 1.658540)
H (-6.788188, 8.057947, 0.753819)
H (-3.967955, 1.697293, 0.497244)
H (5.553953, -2.045776, -0.370377)
O (-6.157779, 2.980487, 0.667623)
H (2.649322, -0.388266, 3.650395)
C (1.610673, 1.594285, 1.516533)
O (-6.653993, -3.820732, -5.696125)
N (4.723532, -6.168471, -2.768118)
C (2.690459, 2.398113, -0.734326)
H (4.289987, -5.451441, 2.757095)
C (-7.615343, -2.170191, -4.394590)
C (2.809357, 2.307927, 0.833411)
H (-0.474774, -2.321857, 2.505269)
C (2.971877, -0.420888, 2.593639)
H (2.810670, 3.360547, 1.192139)
H (2.939297, -2.700776, -1.233161)
H (-5.541727, 6.900289, 0.193634)
O (-5.804595, -1.031301, -1.401258)
O (-2.791061, -2.161546, 1.345437)
H (5.721175, -5.112770, 0.938264)
H (-4.189054, -2.364427, -2.916717)
O (7.789211, 1.266713, 3.191032)
N (-4.609850, -0.862250, -1.533674)
H (3.897433, -0.933416, 0.499437)
C (-5.749431, 7.931789, 0.461846)
H (0.842010, 1.392639, -4.162972)
H (6.093314, -5.453097, -4.188068)
N (6.705738, 1.236820, 3.731218)
N (-4.911768, 8.265199, 1.640882)
C (4.631792, -4.863822, 0.876455)
O (4.206072, -5.077452, -2.774393)
C (-4.007098, -1.297998, -2.817628)
H (0.293049, 3.609988, -3.068069)
B (2.931184, -1.651056, 0.750684)
C (1.456803, 3.223968, -1.199392)
C (4.531395, -3.660776, -0.089894)
O (-2.694122, 2.697907, 3.019643)
N (-2.540235, 2.306749, 1.879512)
C (1.125240, 2.972007, -2.711196)
O (4.371683, -7.113178, -2.095694)
O (-0.639435, 1.232461, -2.759610)
H (-2.873732, 0.411600, 1.090107)
O (-5.082385, 7.600289, 2.638904)
O (-4.120254, 9.171944, 1.531046)
H (4.750279, -4.072732, -1.105732)
H (-6.132777, 3.185565, 3.052038)
O (2.997961, -1.808473, 2.223334)
H (0.540112, 3.035445, -0.615676)
O (-6.972425, 4.966199, 0.554195)
H (3.789810, 1.870313, 1.080475)
H (-0.283001, -2.338211, 0.721950)
H (-5.891193, 4.953164, 2.903343)

Cartesian forces, eV/Å:
H 0.3 0.4 -0.3
O -0.3 -0.1 -0.1
H 0.5 0.1 0.0
H 0.1 0.1 -0.1
O 0.3 -0.6 0.3
H 0.0 0.5 -0.1
C 0.2 -0.2 -0.1
H 0.3 0.4 0.2
C -0.2 -0.2 0.2
O -0.2 0.3 -0.1
H 0.1 -0.1 -0.1
C 0.1 -0.1 0.3
C -0.3 0.7 -0.9
H -0.1 -0.4 0.0
O -0.3 0.5 0.4
N -0.3 0.0 0.1
N 0.2 -0.9 -0.4
H -0.1 0.0 0.1
N 0.1 -0.1 0.3
O 0.2 0.3 -0.1
H -0.3 -0.6 -0.2
C -0.1 -0.1 0.3
H -0.1 -0.3 -0.4
H -0.5 0.4 0.3
H 0.0 -0.1 0.1
C 0.2 0.1 -0.2
H -0.3 -0.3 0.2
H 0.1 0.0 0.1
H 0.3 0.2 -0.5
O -0.2 -0.2 0.0
H -0.1 -0.6 -0.2
H 0.1 0.0 0.1
H 0.1 0.4 0.5
H -0.1 -0.1 0.0
H -0.4 0.4 0.0
C -0.5 -0.6 0.5
C -0.5 -0.1 0.1
H 0.0 0.0 -0.1
H -0.1 0.0 0.0
H -0.1 -0.1 0.0
H 0.0 0.4 -0.2
H 0.1 0.0 0.0
O 0.2 0.1 -0.2
H -0.1 0.5 0.2
N 0.6 -0.1 0.1
H 0.1 0.0 0.0
H 0.0 0.1 0.0
H 0.1 0.0 -0.1
C -0.3 0.3 1.0
H 0.0 -0.2 0.0
H 0.1 0.0 0.0
H -0.2 0.6 0.0
O 0.0 -0.2 -0.2
H 0.4 0.5 -0.2
C 0.8 -0.6 0.2
O 0.0 -0.2 -0.1
N 0.0 0.1 -0.2
C -0.1 0.3 1.1
H -0.2 0.1 0.1
C -0.3 0.0 0.2
C -0.8 0.8 -0.9
H 0.0 0.1 -0.1
C -1.6 -1.7 -0.9
H 0.2 -0.5 -0.1
H 0.0 -0.1 0.5
H -0.1 0.0 0.1
O -0.4 0.0 0.0
O -0.4 0.2 0.0
H -0.5 -0.1 -0.5
H -0.1 0.1 0.0
O 0.3 0.0 -0.1
N 0.3 -0.1 -0.2
H 0.7 0.3 -0.5
C 0.0 0.1 -0.3
H 0.0 0.0 0.5
H -0.1 0.0 0.1
N -0.2 -0.2 0.1
N -0.1 0.0 -0.2
C 0.9 0.5 0.1
O -0.2 -0.1 -0.3
C 0.4 0.0 -0.1
H 0.3 -0.2 0.3
B 1.6 -0.1 -0.5
C 0.0 -0.2 -0.8
C -0.5 -0.5 -0.5
O 0.0 0.2 0.2
N -0.2 -0.2 0.0
C 0.3 -0.2 0.3
O -0.1 -0.3 0.1
O 0.7 -0.3 0.8
H 0.0 0.1 0.0
O -0.1 -0.2 0.3
O 0.2 0.2 0.1
H -0.1 0.2 0.9
H 0.0 0.0 -0.1
O 0.0 0.5 0.1
H 0.5 0.0 -0.1
O -0.1 0.3 -0.2
H -0.5 0.0 0.1
H 0.1 0.2 0.2
H -0.1 0.1 0.0

Atom charges from the Löwdin analysis, given in e for atoms 1 to 8:
1 H 0.10
2 O 0.04
3 H 0.07
4 H 0.08
5 O -0.07
6 H 0.10
7 C 0.06
8 H 0.12

---

ORCA calculation (the ωB97M-V functional and the def2-TZVPD basis) on a 7-piece molecular cluster, C18H32BBrCl12NO2P overall at a distorted geometry.

Calculated values
* spin multiplicity: 1
* gap between HOMO and LUMO: 8.19 eV
* SMILES: COB(O)P(Br)c1ccncc1.ClCCCl.ClCCCl.ClCCCl.ClCCCl.ClCCCl.ClCCCl
* max |F|: 0.156 hartree/bohr
* LUMO: -0.024 Eh
* E_tot: -9372.68561 a.u.
* HOMO: -8.8 eV

Element x y z (Å)
Br (-4.689633, 1.490617, 4.594049)
Cl (7.014353, -3.696735, 2.598916)
C (1.088918, 0.128863, 1.187604)
P (-4.017223, -0.623501, 4.004029)
H (-7.276805, 0.121120, 3.910420)
O (-1.969318, -1.642493, 2.133234)
H (-4.441748, -3.146403, 1.827235)
H (-0.298779, -1.919354, 3.521483)
H (-0.966588, -3.526372, 2.697116)
H (-6.659538, -3.978654, 0.522952)
H (6.426713, 4.502228, -2.864329)
C (-8.848376, -4.890106, -1.561460)
H (1.987718, 0.306348, -0.785884)
H (0.056451, -0.003878, 0.851035)
C (-5.466300, -2.604119, 2.039032)
H (-10.791214, -5.469168, -0.835017)
C (6.139486, 3.684793, -4.835864)
Cl (-7.120223, -5.126210, -1.198457)
Cl (7.699900, -1.223860, 0.341370)
C (-6.806353, -3.082996, 1.302363)
H (5.531196, -2.099146, 0.672227)
C (-9.743294, -5.737733, -0.671842)
C (2.544505, 1.594003, -3.951509)
Cl (1.747396, -1.499850, 1.482170)
C (5.616289, 4.379040, -3.588846)
C (-7.044514, -0.796144, 3.207731)
H (-2.282296, 1.142561, 1.543371)
H (6.864569, 4.307006, -5.369466)
Cl (-9.596049, -7.476428, -1.030065)
Cl (4.987390, 6.008397, -3.939205)
H (1.372878, 1.824177, -0.110041)
H (-9.310327, -1.043197, 2.561164)
Cl (3.513042, 1.321434, 0.704706)
H (6.632675, 2.747852, -4.560849)
H (5.715539, -0.466076, 1.333813)
C (3.685664, 0.644894, -4.279710)
Cl (2.751423, 4.500362, -1.542144)
H (1.069356, 0.664951, 2.141670)
Cl (1.176064, 0.758455, -3.174811)
H (-1.942213, -2.685687, 4.078610)
N (-8.219579, -2.624663, 1.401032)
H (4.783682, 5.542903, -0.940562)
C (-8.219852, -1.498804, 2.375527)
Cl (4.497369, 0.036347, -2.815513)
H (4.345826, 5.738124, 1.564575)
C (1.881626, 0.887348, 0.135423)
H (2.159104, 2.044427, -4.870917)
H (4.445716, 1.167026, -4.868426)
H (-9.062737, -3.829272, -1.402064)
H (4.817953, 3.802279, -3.111330)
H (7.175136, -1.416942, 3.197027)
C (4.058600, 4.920689, -0.406961)
C (6.438519, -2.011775, 2.647860)
H (2.737067, 5.038175, 1.317573)
C (6.188856, -1.449400, 1.257834)
H (4.551788, 3.983749, -0.131946)
H (2.869619, 2.401015, -3.287690)
H (3.339345, -0.216773, -4.859028)
B (-2.561629, -0.435066, 2.770959)
O (-2.045274, 0.953679, 2.507912)
C (3.535402, 5.614937, 0.840058)
Cl (2.906503, 7.244293, 0.489699)
C (-5.521251, -1.357714, 3.084624)
C (-1.270901, -2.472910, 3.130279)
H (-9.515158, -5.588874, 0.388257)
Cl (4.832309, 3.264465, -5.971048)
H (5.506792, -2.012834, 3.221245)
H (-9.005565, -5.113422, -2.621198)

Cartesian forces, eV/Å:
Br 0.3 -1.0 -0.6
Cl 0.0 0.0 0.0
C -0.1 0.4 -0.1
P -1.8 -0.4 0.6
H 0.4 -2.2 -1.7
O -0.6 2.1 2.6
H -2.4 1.2 0.3
H -2.0 -1.2 -1.0
H -0.7 2.4 0.5
H -0.3 2.5 2.3
H 0.0 -0.1 -0.2
C -0.5 0.2 0.0
H 0.1 0.1 0.4
H 0.2 0.0 0.0
C -2.8 2.0 1.0
H 0.2 0.0 -0.1
C 0.3 0.1 0.3
Cl 0.0 -0.6 -0.7
Cl 0.0 0.0 0.0
C 0.7 0.4 0.8
H 0.2 0.1 0.1
C 0.0 0.3 0.1
C 0.4 0.2 -0.3
Cl 0.1 0.0 0.0
C 0.1 -0.2 0.0
C 1.1 -2.7 -1.9
H 0.7 -0.2 1.8
H -0.3 -0.1 0.1
Cl 0.0 0.0 0.0
Cl 0.0 -0.1 0.0
H 0.1 -0.1 0.1
H 2.7 -1.0 -0.4
Cl 0.1 0.1 0.1
H -0.1 0.1 0.0
H 0.1 -0.2 0.1
C -0.1 0.0 -0.3
Cl -0.2 0.0 0.1
H 0.1 -0.1 -0.2
Cl -0.1 0.0 -0.1
H 1.2 0.5 -1.9
N 6.3 3.0 3.9
H -0.3 0.0 0.1
C 0.9 0.1 0.3
Cl 0.0 0.0 0.1
H -0.1 0.0 -0.2
C -0.4 -0.2 -0.1
H 0.1 -0.1 0.1
H -0.3 -0.2 0.2
H 0.0 -0.2 0.1
H 0.1 0.1 -0.2
H -0.1 -0.2 -0.2
C 0.3 0.0 0.3
C -0.1 0.3 0.0
H 0.1 0.1 -0.2
C -0.3 0.0 0.2
H -0.2 0.1 0.0
H -0.1 -0.3 -0.1
H 0.0 0.1 0.2
B 1.9 0.8 -2.6
O -1.7 -3.2 -1.4
C 0.1 -0.3 0.1
Cl 0.0 0.0 0.0
C -4.5 -1.8 -3.5
C 0.8 -0.9 1.5
H 0.0 0.0 -0.3
Cl 0.0 0.4 -0.3
H 0.1 0.0 -0.2
H 0.1 -0.1 0.3

Atom charges from the Löwdin analysis, given in e for atoms 1 to 8:
1 Br 0.26
2 Cl 0.53
3 C -0.65
4 P 0.66
5 H 0.06
6 O -0.14
7 H 0.10
8 H 0.09